# 1
2 unconnected molecules or ions with the total composition C16H18Cl4F3INO5 in a non-equilibrium geometry. Source: the OMol25 dataset; level of theory: wB97M-V/def2-TZVPD.

Values from the calculation:
M = 630.03 Da
HOMO level = -12.9 eV
F_max = 3.03 eV/A
Frontier orbital gap = 0.2811 Ha

The geometry in ORCA input format:
```
! RIJCOSX wB97M-V def2-TZVPD def2/J DEFGRID3
* xyz 1 1
C -1.22943 -0.81459 2.51777
C -1.14491 -2.00233 1.44711
C -2.45480 -1.90819 0.55696
C 0.21037 -1.79324 0.65786
C 1.38891 -2.29496 1.62791
C 0.34615 -2.64446 -0.66774
O 0.13819 -1.89971 -1.90763
C 1.03874 -0.89700 -2.08022
C 0.53987 0.49610 -1.86863
C -0.95423 0.76197 -1.50869
C -1.72041 1.22074 -2.83717
O -1.73496 2.36904 -3.20582
C 1.44399 1.64941 -2.03295
C 0.89080 3.10234 -1.84797
O 0.72204 3.84047 -2.75926
O 0.55844 3.52877 -0.55875
O 0.82342 2.55679 0.37939
C 2.86382 1.37190 -2.37256
C 3.90257 2.51835 -2.51845
F 4.20746 2.95392 -1.22934
F 5.08175 2.13496 -3.09773
F 3.44325 3.60158 -3.19895
C 3.26252 -0.00702 -2.56571
N 2.36432 -1.07305 -2.43692
I 3.13167 -2.94956 -2.81862
H -0.44205 -0.88299 3.31428
H -1.01631 0.13385 1.93718
H -2.22777 -0.74867 3.01905
H -1.18838 -2.95218 2.04832
H -2.78688 -0.82562 0.55725
H -2.30934 -2.21249 -0.51563
H -3.26078 -2.48648 1.07992
H 0.35658 -0.68702 0.53234
H 2.39571 -1.89319 1.31606
H 1.46455 -3.41906 1.48331
H 1.15641 -2.14250 2.70948
H -0.47491 -3.42107 -0.63503
H 1.30774 -3.21788 -0.61955
H -1.11460 1.57536 -0.75791
H -1.41974 -0.21331 -1.21572
H -2.31981 0.49143 -3.47043
H 1.76511 2.58814 0.64771
H 4.33431 -0.20748 -2.82661
C -4.26843 1.34034 5.14523
Cl -4.53959 3.06560 4.84867
Cl -2.54092 1.05503 5.43648
Cl -5.19786 0.83036 6.56339
Cl -4.79255 0.40761 3.72834
*
```

Results of the Mulliken charge analysis, in e, for atoms 1 through 6:
1 C -1.0139
2 C 0.1741
3 C -1.3665
4 C 1.9511
5 C -1.4416
6 C -1.2498

=====

# 2
A molecular structure, C34H49N3O5RuS2Si in a non-equilibrium geometry. Source: the OMol25 dataset; level of theory: wB97M-V/def2-TZVPD.

Values from the calculation:
Energy above the lowest of the compared OMol25 structures with the same formula, charge and spin = 1.865 eV
M = 773.07 Da
HOMO level (spin up / spin down) = -13.4 / -13.4 eV
F_max = 1.24 eV/A
Frontier orbital gap (spin up / spin down) = 0.2468 / 0.1837 Ha

The geometry in ORCA input format:
```
! RIJCOSX wB97M-V def2-TZVPD def2/J DEFGRID3
* xyz 2 5
Ru -0.90760 -0.75403 -1.97311
C -3.20204 -2.67394 -5.02660
C -2.70822 -2.02578 -3.78771
N -1.68980 -1.19298 -3.77577
N -1.10725 -0.83721 -4.91491
C 0.10625 -0.36555 -4.68170
O 0.61101 -0.41983 -3.48341
C 0.84969 0.17512 -5.82162
C 1.93684 1.02629 -5.62582
C 2.61005 1.55317 -6.71352
C 2.22113 1.21286 -8.00274
C 1.14069 0.36214 -8.20316
C 0.44848 -0.14678 -7.12203
C -3.31267 -2.24190 -2.47855
C -4.37605 -3.08980 -2.27721
C -4.94000 -3.18776 -1.00885
C -4.43524 -2.40189 0.01123
C -3.33166 -1.60844 -0.23321
N -2.75693 -1.54389 -1.44351
H -2.64907 -2.30201 -5.87961
H -4.26748 -2.47558 -5.16481
H -3.07151 -3.75856 -4.96398
H 2.23757 1.28875 -4.62381
H 3.44178 2.22787 -6.55780
H 2.76151 1.61266 -8.85123
H 0.84000 0.09889 -9.20891
H -0.39407 -0.80675 -7.27299
H -4.75980 -3.67449 -3.10157
H -5.76274 -3.86770 -0.82822
H -4.88198 -2.40636 0.99620
H -2.89484 -1.01541 0.55955
C -3.59465 -1.53908 3.96988
C -3.11911 -0.20239 3.42088
C -2.48709 0.62447 4.53234
C -4.25683 0.55440 2.76033
O -2.13703 -0.47835 2.35865
Si -0.53382 -0.55098 2.37034
S -0.15792 -0.67000 0.13302
O 0.14435 0.80665 2.84528
C 1.44600 1.22812 3.37156
C 1.34105 2.72081 3.61513
C 1.72593 0.47282 4.66319
C 2.50855 0.94064 2.32358
O 0.16876 -1.86964 2.94042
C 0.23425 -3.29578 2.63155
C -1.04095 -3.74688 1.92918
C 1.44777 -3.51868 1.73865
C 0.39706 -4.00540 3.96223
H -4.33876 -1.36514 4.74785
H -2.76077 -2.09017 4.41202
H -4.05321 -2.14681 3.18569
H -3.24204 0.85922 5.28170
H -2.07729 1.55440 4.13766
H -1.68054 0.06344 5.01586
H -5.03082 0.76648 3.49798
H -4.69950 -0.03728 1.95494
H -3.89859 1.49964 2.34883
H 0.58390 2.94068 4.36933
H 1.07722 3.23864 2.69090
H 2.30381 3.09851 3.96237
H 0.96202 0.70531 5.40833
H 2.70182 0.75235 5.06022
H 1.71641 -0.60275 4.48114
H 2.27514 1.50523 1.41941
H 2.53786 -0.13193 2.09904
H 3.48665 1.25292 2.69051
H -1.10108 -3.30403 0.92806
H -1.92255 -3.44952 2.50212
H -1.03919 -4.83225 1.82585
H 1.32498 -2.98373 0.79592
H 1.56314 -4.58168 1.51904
H 2.35357 -3.15567 2.22675
H -0.44608 -3.77669 4.61707
H 1.31388 -3.68289 4.45679
H 0.43998 -5.08376 3.80780
C 4.26717 6.09611 1.22618
C 3.64031 4.98519 0.42650
C 4.33681 4.35952 -0.60670
C 3.73943 3.36907 -1.37032
C 2.44601 2.96966 -1.06671
C 1.72252 3.58407 -0.06080
C 2.33635 4.57387 0.69236
S 1.73149 1.70716 -2.09605
C 2.81008 0.35131 -1.59332
O 0.33428 1.45696 -1.52185
H 5.20261 6.43009 0.78140
H 4.47735 5.75986 2.24451
H 3.59018 6.94651 1.30828
H 5.35389 4.66122 -0.82610
H 4.28748 2.90927 -2.18744
H 0.70167 3.27548 0.13635
H 1.78282 5.04620 1.49790
H 2.87651 0.32362 -0.51002
H 3.78779 0.51904 -2.04385
H 2.38293 -0.56852 -1.98036
*
```

Results of the Mulliken charge analysis, in e, for atoms 1 through 6:
1 Ru 0.1800
2 C -1.2598
3 C 0.6669
4 N 0.2982
5 N -1.0423
6 C 0.6733

=====

# 3
A single C4H8O molecule in a non-equilibrium geometry. Source: the OMol25 dataset; level of theory: wB97M-V/def2-TZVPD.

Values from the calculation:
Energy above the lowest of the compared OMol25 structures with the same formula, charge and spin = 2.106 eV
M = 72.11 Da
HOMO level = -9.8 eV
SMILES string = C=C[C@H](C)O
F_max = 3.92 eV/A
Frontier orbital gap = 0.3962 Ha

The geometry in ORCA input format:
```
! RIJCOSX wB97M-V def2-TZVPD def2/J DEFGRID3
* xyz 0 1
C -1.30227 -0.24756 -1.26298
C -1.00761 -0.20168 0.06398
C 0.38725 -0.31109 0.64891
C 1.15131 1.03159 0.60044
O 1.10722 -1.15302 -0.22588
H -2.40840 -0.23854 -1.44997
H -0.58770 -0.34666 -2.20269
H -1.88719 -0.09381 0.74338
H 0.24849 -0.65954 1.72518
H 0.33757 1.87895 0.90320
H 2.01010 0.94547 1.44523
H 1.59284 1.23299 -0.44246
H 0.35840 -1.83710 -0.54633
*
```

Results of the Mulliken charge analysis, in e, for atoms 1 through 6:
1 C -0.7084
2 C -0.3509
3 C 0.4304
4 C -0.9753
5 O -0.5567
6 H 0.2505

=====

# 4
2 unconnected molecules or ions with the total composition C6H19N2OSi in a non-equilibrium geometry. Source: the OMol25 dataset; level of theory: wB97M-V/def2-TZVPD.

Values from the calculation:
Energy above the lowest of the compared OMol25 structures with the same formula, charge and spin = 3.297 eV
M = 163.32 Da
HOMO level = -11.1 eV
F_max = 6.02 eV/A
Frontier orbital gap = 0.3140 Ha

The geometry in ORCA input format:
```
! RIJCOSX wB97M-V def2-TZVPD def2/J DEFGRID3
* xyz 1 1
C 3.43186 0.96212 0.67099
C 1.62302 1.73308 -0.55531
C 0.50869 -1.64592 -1.44941
C -0.12956 -2.01675 0.84572
C -1.87107 2.05090 -0.65155
C 1.62023 -0.49767 0.21666
N 2.09244 0.73673 0.08924
N 0.29530 -1.04976 -0.10773
O -2.18613 0.67108 -0.47354
Si -3.41184 0.01155 0.34571
H 3.26396 1.54831 1.57534
H 3.88249 -0.00610 0.94896
H 4.15504 1.54306 -0.02325
H 0.74715 1.49292 -1.29477
H -3.32426 -1.17241 -0.36280
H 1.93033 2.67457 -0.37189
H 1.15822 -2.48504 -1.44048
H -0.44640 -2.06181 -1.84260
H 0.86459 -0.88633 -2.16450
H -1.26711 -2.03651 0.78975
H 0.32484 -2.97280 0.41022
H 0.12962 -1.97409 1.81598
H -2.24010 2.22934 -1.69298
H -0.84863 2.08622 -0.54207
H -2.36758 2.55698 0.14142
H 2.40951 -1.23634 0.42330
H -0.47842 -0.35386 -0.10259
H -2.77003 0.01962 1.67162
H -4.59033 0.87784 -0.04384
*
```

Results of the Mulliken charge analysis, in e, for atoms 1 through 6:
1 C -0.9393
2 C -0.6494
3 C -0.9870
4 C -0.7149
5 C -0.5723
6 C -0.4092

=====

# 5
2 unconnected molecules or ions with the total composition C2H4F3NOS in a non-equilibrium geometry. Source: the OMol25 dataset; level of theory: wB97M-V/def2-TZVPD.

Values from the calculation:
Energy above the lowest of the compared OMol25 structures with the same formula, charge and spin = 0.989 eV
M = 147.12 Da
HOMO level = -10.0 eV
F_max = 4.38 eV/A
Frontier orbital gap = 0.3859 Ha

The geometry in ORCA input format:
```
! RIJCOSX wB97M-V def2-TZVPD def2/J DEFGRID3
* xyz 0 1
C 0.64233 -1.58438 1.86252
C -1.58445 1.50322 -2.33058
N 2.08952 -1.33193 1.65959
O 1.03026 0.45513 0.10935
F -2.33965 2.36463 -2.94129
F -2.14483 1.32144 -1.15031
F -1.66345 0.38761 -2.99038
S 1.21488 0.11953 1.51677
H 0.24072 -1.78548 2.89374
H 0.34723 -2.19063 1.10455
H -0.46913 1.87634 -2.25166
H 2.63658 -1.13546 2.51770
*
```

Results of the Mulliken charge analysis, in e, for atoms 1 through 6:
1 C -0.2488
2 C 0.5748
3 N -0.4601
4 O -0.5019
5 F -0.2207
6 F -0.2138

=====

Question: Number 5 is which compound?
Answer: C2H4F3NOS

=====

Question: Which value of F_max does entry 3 give?
Answer: 3.92 eV/A

=====

Repeat the third record exactly.
A single C4H8O molecule in a non-equilibrium geometry. Source: the OMol25 dataset; level of theory: wB97M-V/def2-TZVPD.

Values from the calculation:
Energy above the lowest of the compared OMol25 structures with the same formula, charge and spin = 2.106 eV
M = 72.11 Da
HOMO level = -9.8 eV
SMILES string = C=C[C@H](C)O
F_max = 3.92 eV/A
Frontier orbital gap = 0.3962 Ha

The geometry in ORCA input format:
```
! RIJCOSX wB97M-V def2-TZVPD def2/J DEFGRID3
* xyz 0 1
C -1.30227 -0.24756 -1.26298
C -1.00761 -0.20168 0.06398
C 0.38725 -0.31109 0.64891
C 1.15131 1.03159 0.60044
O 1.10722 -1.15302 -0.22588
H -2.40840 -0.23854 -1.44997
H -0.58770 -0.34666 -2.20269
H -1.88719 -0.09381 0.74338
H 0.24849 -0.65954 1.72518
H 0.33757 1.87895 0.90320
H 2.01010 0.94547 1.44523
H 1.59284 1.23299 -0.44246
H 0.35840 -1.83710 -0.54633
*
```

Results of the Mulliken charge analysis, in e, for atoms 1 through 6:
1 C -0.7084
2 C -0.3509
3 C 0.4304
4 C -0.9753
5 O -0.5567
6 H 0.2505